{"formula": "C20H24O6", "method": "ωB97M-V/def2-TZVPD", "molar_mass_g_mol": 360.406, "de_lowest_kcal_mol": 17.3, "homo_lumo_gap_ha": 0.313, "smiles": "COC(=O)CC(c1ccc(OC)c(OC)c1)c1ccc(OC)c(OC)c1", "total_charge": 0, "multiplicity": 1, "symbols": ["C", "O", "C", "O", "C", "C", "C", "C", "C", "C", "O", "C", "C", "O", "C", "C", "C", "C", "C", "C", "O", "C", "C", "O", "C", "C", "H", "H", "H", "H", "H", "H", "H", "H", "H", "H", "H", "H", "H", "H", "H", "H", "H", "H", "H", "H", "H", "H", "H", "H"], "positions_angstrom": [[3.084, 1.362, -3.368], [3.044, 0.745, -2.089], [2.880, 1.537, -1.024], [2.843, 2.738, -1.078], [2.715, 0.715, 0.232], [1.228, 0.781, 0.637], [0.876, -0.078, 1.829], [1.789, -0.818, 2.559], [1.358, -1.572, 3.635], [0.023, -1.626, 4.018], [-0.214, -2.430, 5.094], [-1.490, -2.511, 5.685], [-0.914, -0.883, 3.274], [-2.239, -0.945, 3.636], [-3.178, -0.218, 2.886], [-0.462, -0.123, 2.206], [0.403, 0.397, -0.573], [0.212, -0.927, -0.915], [-0.466, -1.263, -2.079], [-0.946, -0.281, -2.927], [-1.602, -0.503, -4.102], [-1.816, -1.833, -4.502], [-0.754, 1.076, -2.584], [-1.238, 1.986, -3.476], [-1.040, 3.352, -3.205], [-0.097, 1.393, -1.409], [2.081, 1.357, -3.800], [3.759, 0.774, -3.987], [3.440, 2.390, -3.278], [3.004, -0.313, 0.019], [3.336, 1.136, 1.023], [1.007, 1.825, 0.889], [2.837, -0.818, 2.310], [2.059, -2.151, 4.215], [-2.226, -2.948, 5.007], [-1.844, -1.534, 6.020], [-1.360, -3.165, 6.549], [-2.990, 0.859, 2.936], [-3.195, -0.537, 1.839], [-4.142, -0.435, 3.344], [-1.165, 0.453, 1.626], [0.591, -1.709, -0.275], [-0.602, -2.305, -2.319], [-0.871, -2.368, -4.647], [-2.343, -1.772, -5.453], [-2.434, -2.378, -3.781], [-1.458, 3.883, -4.059], [0.023, 3.597, -3.109], [-1.565, 3.663, -2.295], [0.059, 2.425, -1.135]], "nbo_charge": [-0.270, -0.510, 0.817, -0.616, -0.489, -0.241, -0.020, -0.226, -0.236, 0.244, -0.498, -0.239, 0.299, -0.523, -0.251, -0.296, -0.022, -0.224, -0.277, 0.239, -0.486, -0.250, 0.332, -0.498, -0.253, -0.324, 0.191, 0.194, 0.208, 0.229, 0.235, 0.227, 0.212, 0.224, 0.182, 0.180, 0.187, 0.176, 0.180, 0.199, 0.222, 0.220, 0.219, 0.174, 0.200, 0.174, 0.200, 0.181, 0.174, 0.230]}